Record 1
DFT (the ωB97M-V functional and the def2-TZVPD basis) results for a gas-phase ion, C6H12NS (charge +1) in a non-equilibrium geometry.

The calculation puts the relative energy (zero: lowest compared OMol25 entry of this formula, charge and spin) at 2.8640 eV. The calculation puts the orbital gap at 10.231 eV. For the total energy, the calculation gives -18732.3899 eV. Its SMILES is [NH3+]C1(C2(S)CC2)CC1. For the LUMO energy, the calculation gives -3.27 eV. Its spin multiplicity is 1. The charge is +1.

Positions of all 20 atoms, in Å:
N 0.288 -1.844 0.728
C 0.344 -0.559 -0.127
C -0.823 0.293 -0.024
S -2.418 -0.754 -0.369
C -0.787 1.531 0.844
C -0.838 1.627 -0.683
C 1.281 -0.633 -1.245
C 1.701 0.087 0.031
H -0.812 -2.101 0.612
H 0.469 -1.871 1.735
H 0.727 -2.678 0.357
H -3.216 -0.393 0.653
H 0.075 1.798 1.359
H -1.677 1.956 1.440
H -1.855 2.125 -0.990
H 0.026 2.078 -1.210
H 1.202 0.071 -2.023
H 1.915 -1.545 -1.374
H 2.578 -0.388 0.448
H 1.819 1.201 -0.163

Forces on atoms 1 to 6 (eV/Å):
-4.131 -0.844 -0.793
2.827 -0.835 2.314
-3.305 0.005 -0.242
1.280 0.554 0.355
-3.075 0.661 -0.047
-1.205 2.552 0.215

=====

Record 2
DFT (the ωB97M-V functional and the def2-TZVPD basis) results for a single C6H12O molecule in a non-equilibrium geometry.

The calculation puts the relative energy (zero: lowest compared OMol25 entry of this formula, charge and spin) at 4.5199 eV. The calculation puts the orbital gap (alpha / beta) at 7.610 / 8.815 eV. For the total energy, the calculation gives -8459.8340 eV. For the LUMO energy (alpha / beta), the calculation gives 0.79 / 0.99 eV. Its spin multiplicity is 1. The charge is 0.

Positions of all 19 atoms, in Å:
C 2.825 0.149 0.425
C 1.652 0.949 -0.030
O 0.407 0.576 0.153
C 0.062 -0.676 -0.440
C -1.466 -0.417 1.273
C -1.458 -0.680 -0.176
C -2.164 0.401 -0.994
H 2.718 -0.933 0.295
H 3.001 0.337 1.498
H 3.728 0.465 -0.108
H 0.429 -0.652 -1.481
H 1.757 2.024 -0.158
H 0.533 -1.501 0.105
H -2.007 0.428 1.683
H -1.261 -1.250 1.942
H -1.813 -1.680 -0.471
H -1.947 0.308 -2.064
H -3.248 0.344 -0.851
H -1.834 1.390 -0.660

Forces on atoms 1 to 6 (eV/Å):
0.035 0.057 0.202
1.792 0.925 -0.507
-0.511 -0.374 -0.077
-0.235 0.276 0.010
-1.472 -0.719 0.849
0.757 -0.183 -0.901

=====

Record 3
DFT (the ωB97M-V functional and the def2-TZVPD basis) results for a molecular structure, C6H12O.

The calculation puts the relative energy (zero: lowest compared OMol25 entry of this formula, charge and spin) at 1.1427 eV. The calculation puts the orbital gap at 10.570 eV. For the total energy, the calculation gives -8463.2112 eV. For the LUMO energy, the calculation gives 0.97 eV. Its spin multiplicity is 1. The charge is 0.

Positions of all 19 atoms, in Å:
C 0.180 0.768 -2.005
C -0.477 0.848 -0.626
O -1.772 0.205 -0.638
C -1.206 -0.951 -0.001
C 0.013 -0.142 0.469
C -0.218 0.337 1.903
C 1.403 -0.742 0.357
H -0.127 1.625 -2.612
H 1.274 0.743 -1.946
H -0.155 -0.131 -2.536
H -0.553 1.895 -0.304
H -0.958 -1.757 -0.715
H -1.859 -1.334 0.790
H -1.189 0.828 2.019
H 0.566 1.023 2.246
H -0.206 -0.534 2.572
H 2.159 0.004 0.639
H 1.619 -1.093 -0.655
H 1.506 -1.592 1.043

Forces on atoms 1 to 6 (eV/Å):
-0.076 -0.031 0.002
0.263 0.299 0.067
0.026 -0.029 -0.153
0.012 -0.355 0.214
0.071 -0.058 0.092
-0.048 0.068 0.016

=====

Record 4
DFT (the ωB97M-V functional and the def2-TZVPD basis) results for 2 unconnected molecules or ions with the total composition C6H12O in a non-equilibrium geometry.

The calculation puts the relative energy (zero: lowest compared OMol25 entry of this formula, charge and spin) at 5.0900 eV. The calculation puts the orbital gap (alpha / beta) at 8.530 / 7.848 eV. For the total energy, the calculation gives -8459.2639 eV. For the LUMO energy (alpha / beta), the calculation gives 0.79 / 0.39 eV. Its spin multiplicity is 1. The charge is 0.

Positions of all 19 atoms, in Å:
C 2.766 -1.219 0.278
C 0.960 1.441 -0.355
O 0.268 1.137 0.684
C -0.388 -0.005 0.884
C -1.768 -0.042 1.385
C -1.414 -0.551 -0.028
C -1.920 0.245 -1.213
H 3.112 -2.178 0.672
H 3.440 -0.428 0.614
H 2.772 -1.260 -0.815
H 0.988 0.766 -1.203
H 1.547 2.345 -0.276
H 1.748 -1.031 0.647
H -2.356 0.877 1.417
H -2.032 -0.765 2.154
H -1.425 -1.632 -0.171
H -1.297 0.091 -2.103
H -2.944 -0.051 -1.466
H -1.928 1.320 -0.999

Forces on atoms 1 to 6 (eV/Å):
-0.005 -0.054 0.031
0.697 0.220 -1.225
-0.528 0.169 1.271
-0.400 -0.135 -0.222
-0.109 -0.060 0.221
-0.013 -0.184 -0.159

=====

Record 5
DFT (the ωB97M-V functional and the def2-TZVPD basis) results for a single C6H12O molecule in a non-equilibrium geometry.

The calculation puts the relative energy (zero: lowest compared OMol25 entry of this formula, charge and spin) at 4.2758 eV. The calculation puts the orbital gap (alpha / beta) at 7.066 / 8.196 eV. For the total energy, the calculation gives -8460.0781 eV. For the LUMO energy (alpha / beta), the calculation gives 0.72 / 0.94 eV. Its spin multiplicity is 1. The charge is 0.

Positions of all 19 atoms, in Å:
C -2.055 0.869 0.108
C -1.168 0.155 1.074
C -0.236 -1.855 -0.750
O 0.542 -0.707 -1.112
C 1.099 -0.053 -0.103
C 2.270 0.769 -0.565
C 0.244 0.360 1.156
H -3.082 0.485 0.152
H -1.712 0.765 -0.936
H -2.138 1.954 0.296
H -1.623 -0.606 1.704
H 0.156 -2.657 -1.378
H -1.290 -1.671 -0.986
H -0.066 -2.126 0.298
H 2.989 0.090 -1.038
H 2.781 1.243 0.280
H 2.083 1.555 -1.313
H 0.481 1.437 1.041
H 0.725 -0.006 2.070

Forces on atoms 1 to 6 (eV/Å):
-0.182 0.023 -0.185
-1.481 -0.242 0.222
0.370 -0.042 -0.357
-0.850 -0.705 -0.722
0.681 0.562 1.049
0.208 -0.178 0.268

=====

Record 6
DFT (the ωB97M-V functional and the def2-TZVPD basis) results for 2 unconnected molecules or ions with the total composition C6H12O in a non-equilibrium geometry.

The calculation puts the relative energy (zero: lowest compared OMol25 entry of this formula, charge and spin) at 2.1976 eV. The calculation puts the orbital gap at 9.507 eV. For the total energy, the calculation gives -8462.1564 eV. Its SMILES is C/C=C/C=C/C.O. For the LUMO energy, the calculation gives 0.85 eV. Its spin multiplicity is 1. The charge is 0.

Positions of all 19 atoms, in Å:
C -3.339 -0.658 0.789
C -1.894 -1.031 0.860
C -0.954 -0.187 0.426
C 0.432 -0.609 0.009
C 1.500 -0.241 0.728
C 2.934 -0.385 0.252
H -3.912 -0.607 1.726
H -3.929 -1.230 0.073
H -3.341 0.391 0.470
H -1.603 -2.032 1.167
H -1.130 0.856 0.176
H 0.438 -1.426 -0.703
H 1.380 0.068 1.761
H 2.868 -0.885 -0.717
H 3.395 0.593 0.116
H 3.552 -0.946 0.955
O 0.925 2.618 -2.477
H 1.844 2.315 -2.590
H 0.835 3.396 -3.021

Forces on atoms 1 to 6 (eV/Å):
-0.398 1.311 0.604
0.015 0.346 -0.358
0.765 -0.926 -0.406
-0.555 -0.142 2.175
0.760 -0.591 -0.455
-0.949 -0.482 0.006

=====

Record 7
DFT (the ωB97M-V functional and the def2-TZVPD basis) results for 2 unconnected molecules or ions with the total composition C6H12O in a non-equilibrium geometry.

The calculation puts the relative energy (zero: lowest compared OMol25 entry of this formula, charge and spin) at 1.8552 eV. The calculation puts the orbital gap at 9.075 eV. For the total energy, the calculation gives -8462.4987 eV. Its SMILES is C=C/C(C)=C/C.O. For the LUMO energy, the calculation gives 0.64 eV. Its spin multiplicity is 1. The charge is 0.

Positions of all 19 atoms, in Å:
C 2.912 0.835 -0.406
C 1.937 1.737 -0.389
C 0.486 1.447 -0.436
C -0.380 2.667 -0.492
C -0.031 0.218 -0.525
C -1.434 -0.173 -0.943
H 2.645 -0.179 -0.681
H 3.950 1.077 -0.546
H 2.147 2.803 -0.464
H -0.131 3.223 -1.397
H -0.340 3.300 0.392
H -1.444 2.473 -0.621
H 0.589 -0.645 -0.314
H -2.002 -0.332 -0.020
H -1.351 -1.057 -1.570
H -1.930 0.622 -1.490
O -2.285 -5.243 2.531
H -1.783 -4.516 2.158
H -3.181 -5.203 2.192

Forces on atoms 1 to 6 (eV/Å):
-0.324 -0.186 -1.285
-0.203 0.149 0.237
-0.328 -0.258 0.056
-0.747 0.167 -0.912
-0.083 -0.096 -0.211
0.621 0.736 0.872

=====

Record 8
DFT (the ωB97M-V functional and the def2-TZVPD basis) results for a single C6H12O molecule in a non-equilibrium geometry.

The calculation puts the relative energy (zero: lowest compared OMol25 entry of this formula, charge and spin) at 2.3963 eV. The calculation puts the orbital gap at 10.089 eV. For the total energy, the calculation gives -8461.9577 eV. Its SMILES is CC[C@@]1(C)C[C@H]1O. For the LUMO energy, the calculation gives 0.96 eV. Its spin multiplicity is 1. The charge is 0.

Positions of all 19 atoms, in Å:
C 2.122 0.260 -0.395
C 1.034 -0.108 0.621
C -0.451 -0.292 0.088
C -0.525 -1.186 -1.116
C -1.418 -0.279 1.212
C -1.499 0.880 0.253
O -0.795 2.092 0.364
H 1.883 1.216 -0.865
H 2.224 -0.499 -1.179
H 3.110 0.364 0.080
H 1.078 0.598 1.458
H 1.323 -1.083 1.072
H -0.036 -0.692 -1.970
H -0.051 -2.162 -0.976
H -1.580 -1.293 -1.360
H -1.114 -0.047 2.220
H -2.206 -1.023 1.095
H -2.562 1.140 -0.030
H -0.539 2.115 -0.572

Forces on atoms 1 to 6 (eV/Å):
-0.194 0.055 -0.098
-0.342 -0.036 -0.117
0.848 0.285 0.044
-0.337 0.085 -0.030
-0.214 0.148 0.276
-0.167 -0.581 0.209

=====

Record 9
DFT (the ωB97M-V functional and the def2-TZVPD basis) results for 2 unconnected molecules or ions with the total composition C6H12O in a non-equilibrium geometry.

The calculation puts the relative energy (zero: lowest compared OMol25 entry of this formula, charge and spin) at 2.5697 eV. The calculation puts the orbital gap at 9.532 eV. For the total energy, the calculation gives -8461.7843 eV. Its SMILES is C=CC(=C)CC.O. For the LUMO energy, the calculation gives 0.64 eV. Its spin multiplicity is 1. The charge is 0.

Positions of all 19 atoms, in Å:
C 0.813 -1.085 1.064
C -0.360 -1.008 0.430
C -1.503 -0.096 0.531
C -1.661 0.741 1.575
C -2.075 0.327 -0.863
C -1.690 1.784 -1.138
H 1.539 -1.786 0.667
H 1.125 -0.455 1.893
H -0.486 -1.823 -0.297
H -1.408 0.336 2.551
H -2.301 1.590 1.377
H -1.519 -0.296 -1.567
H -3.126 0.052 -0.803
H -0.608 1.881 -1.012
H -2.221 2.664 -0.766
H -1.906 1.994 -2.200
O 5.148 -0.822 -0.981
H 4.766 -0.146 -0.459
H 4.535 -1.533 -1.190

Forces on atoms 1 to 6 (eV/Å):
-0.186 0.469 -0.078
-0.261 -2.008 -0.021
1.296 2.218 -0.447
-0.944 -1.853 -0.635
0.971 -0.328 2.091
-0.373 0.335 -2.084

=====

Record 10
DFT (the ωB97M-V functional and the def2-TZVPD basis) results for a molecular structure, C6H12O.

The calculation puts the relative energy (zero: lowest compared OMol25 entry of this formula, charge and spin) at 7.0801 eV. The calculation puts the orbital gap at 8.183 eV. For the total energy, the calculation gives -8457.2739 eV. For the LUMO energy, the calculation gives 0.88 eV. Its spin multiplicity is 1. The charge is 0.

Positions of all 19 atoms, in Å:
C 0.165 -2.253 1.542
C -0.390 -1.171 0.630
C 0.691 -0.506 -0.184
C 0.290 1.691 0.092
C 0.291 2.486 -1.179
C -0.842 1.661 -0.680
O -0.447 0.140 -1.474
H 0.672 -3.025 0.951
H 0.884 -1.840 2.255
H -0.645 -2.731 2.102
H -0.921 -0.406 1.208
H -1.130 -1.600 -0.052
H 1.143 -1.141 -0.949
H 1.508 -0.115 0.421
H 0.530 1.908 1.122
H 0.795 2.065 -2.051
H 0.239 3.577 -1.172
H -1.912 1.773 -0.537
H -0.922 -0.514 -2.045

Forces on atoms 1 to 6 (eV/Å):
0.092 -0.096 0.094
-0.061 0.017 0.009
0.149 -0.413 0.165
-0.094 0.081 0.133
0.125 0.231 -0.229
0.099 -0.037 0.026

=====

Record 11
DFT (the ωB97M-V functional and the def2-TZVPD basis) results for a molecular structure, C6H12O.

The calculation puts the relative energy (zero: lowest compared OMol25 entry of this formula, charge and spin) at 5.6948 eV. The calculation puts the orbital gap at 8.611 eV. For the total energy, the calculation gives -8458.6591 eV. For the LUMO energy, the calculation gives 1.14 eV. Its spin multiplicity is 1. The charge is 0.

Positions of all 19 atoms, in Å:
C 2.625 0.073 0.216
C 1.294 -0.283 0.876
C -0.028 0.450 0.496
C -1.220 -0.415 0.452
C -1.441 0.381 -0.766
O -2.682 0.889 -0.381
C -2.487 0.303 0.921
H 2.649 -0.255 -0.829
H 2.805 1.152 0.250
H 3.460 -0.413 0.742
H 1.422 -0.097 1.961
H 1.154 -1.374 0.817
H 0.630 -0.486 -1.735
H -0.102 1.431 0.948
H -1.107 -1.494 0.493
H 0.048 -0.808 -2.070
H -1.138 0.660 -1.752
H -2.288 1.137 1.589
H -3.297 -0.324 1.286

Forces on atoms 1 to 6 (eV/Å):
-0.035 0.098 -0.114
-0.060 0.050 -0.174
0.026 0.166 0.053
-0.061 -0.197 0.168
0.380 0.176 -0.113
0.490 0.714 0.062

=====

Record 12
DFT (the ωB97M-V functional and the def2-TZVPD basis) results for 2 unconnected molecules or ions with the total composition C6H12O in a non-equilibrium geometry.

The calculation puts the relative energy (zero: lowest compared OMol25 entry of this formula, charge and spin) at 1.5819 eV. The calculation puts the orbital gap at 9.210 eV. For the total energy, the calculation gives -8462.7720 eV. Its SMILES is C/C=C/C=C/C.O. For the LUMO energy, the calculation gives 0.81 eV. Its spin multiplicity is 1. The charge is 0.

Positions of all 19 atoms, in Å:
C -2.874 2.156 0.093
C -2.014 1.072 -0.440
C -0.679 1.111 -0.379
C 0.185 0.099 -0.993
C 1.466 -0.076 -0.684
C 2.360 -1.187 -1.209
H -3.564 2.562 -0.668
H -2.348 3.068 0.381
H -3.564 1.801 0.861
H -2.539 0.160 -0.702
H -0.120 1.982 -0.044
H -0.280 -0.578 -1.709
H 1.893 0.664 -0.005
H 3.247 -0.623 -1.516
H 2.651 -1.880 -0.427
H 1.844 -1.688 -2.019
O 1.460 -2.808 3.511
H 0.933 -2.315 2.895
H 1.944 -3.518 3.055

Forces on atoms 1 to 6 (eV/Å):
-1.033 0.901 -0.608
0.499 0.246 0.981
0.144 -0.062 -1.283
-0.264 -0.620 0.204
-0.119 -0.214 0.221
-0.349 1.789 0.351